Entry 1:
Density functional theory data (ωB97M-V/def2-TZVPD) for C19H20AuGeN4S as an isolated structure.

Element x y z (Å)
Au  -0.0939  0.0953  -0.0035
N  2.0769  0.0047  0.0438
N  2.6882  0.0108  1.3089
C  1.9759  -0.2623  2.4170
N  2.6166  -0.3316  3.5685
S  0.2872  -0.5061  2.3704
H  2.2901  -0.8701  -0.4372
H  2.4629  0.7747  -0.4973
H  3.6974  0.0546  1.3224
H  3.6200  -0.2482  3.6508
H  2.1032  -0.5367  4.4120
N  -3.1074  -0.5792  -0.3306
C  -1.9913  -0.3143  -0.2070
C  1.5978  3.3460  0.6102
Ge  -0.1457  2.7602  0.0374
C  -1.4906  3.1300  1.3429
C  -1.6291  4.5137  1.5053
C  -2.5291  5.0086  2.4391
C  -3.2912  4.1394  3.2045
C  -3.1586  2.7668  3.0395
C  -2.2581  2.2607  2.1134
C  -0.5395  3.1912  -1.7441
C  0.4824  3.8222  -2.4834
C  0.3147  4.1720  -3.8124
C  -0.8636  3.8278  -4.4609
C  -1.9020  3.1660  -3.7971
C  -3.0917  2.8290  -4.4983
C  -4.1326  2.2147  -3.8449
C  -4.0204  1.9389  -2.4770
C  -2.8711  2.2602  -1.7748
C  -1.7733  2.8526  -2.4204
H  1.4747  4.4271  0.7140
H  2.4066  3.1440  -0.0906
H  1.8443  2.9398  1.5897
H  -1.0625  5.2158  0.9000
H  -2.6365  6.0784  2.5618
H  -3.9998  4.5334  3.9206
H  -3.7610  2.0913  3.6321
H  -2.1934  1.1884  1.9873
H  1.4163  4.0793  -1.9987
H  1.0977  4.6899  -4.3490
H  -0.9952  4.0837  -5.5060
H  -3.1609  3.0617  -5.5539
H  -5.0403  1.9619  -4.3756
H  -4.8419  1.4645  -1.9552
H  -2.8467  2.0669  -0.7134

Values from the calculation:
**Multiplicity**: 2
**Charge**: +2
**LUMO energy (spin up / spin down)**: -7.7 / -9.8 eV
**HOMO-LUMO gap (spin up / spin down)**: 6.44 / 4.20 eV

Mulliken atomic charge list, values in e, 8 entries: 0.389, -0.684, -0.123, 0.830, -0.421, -0.445, 0.356, 0.311

Entry 2:
Density functional theory data (ωB97M-V/def2-TZVPD) for C5H10FN2 as an isolated structure.

Element x y z (Å)
C  -1.4154  -1.6399  0.8718
C  -0.5619  1.4209  0.3861
C  1.5507  0.1165  0.7878
C  0.7493  0.2706  -1.5644
C  0.3240  0.3964  -0.1377
N  -0.5764  -1.2115  0.0219
N  -2.2023  -1.3076  -0.1224
F  -1.6073  -1.9149  2.0574
H  -0.7205  1.1257  1.4241
H  -0.0613  2.4352  0.6198
H  -1.4523  1.6087  -0.2110
H  2.2416  0.8595  0.4624
H  2.0323  -0.7791  0.4502
H  1.3545  -0.0672  1.8244
H  1.5432  -0.5371  -1.6267
H  0.0064  -0.0531  -2.3485
H  1.1042  1.2234  -1.9120
H  -2.3086  -1.9465  -0.9833

Values from the calculation:
**Multiplicity**: 1
**Charge**: +1
**LUMO energy**: -4.9 eV
**HOMO-LUMO gap**: 10.56 eV

Mulliken atomic charge list, values in e, 8 entries: 0.654, -1.395, -1.502, -1.362, 1.321, -0.166, -0.319, -0.135

Entry 3:
Density functional theory data (ωB97M-V/def2-TZVPD) for C36H29F10InN7OS2 as an isolated structure.

Element x y z (Å)
In  0.1087  0.7912  0.6872
C  0.5514  1.0058  4.0339
N  -0.5712  0.9934  3.0966
C  -1.4534  -0.1582  3.3209
C  -0.9155  -1.3377  2.5200
N  -0.9792  -1.1130  1.0806
C  -2.1168  -1.4609  0.3958
C  -2.0437  -1.6272  -1.0075
F  -0.8562  -1.4685  -1.6058
C  -3.1030  -1.9902  -1.8049
F  -2.9262  -2.1366  -3.1235
C  -4.3427  -2.2450  -1.2496
F  -5.3822  -2.6036  -2.0146
C  -4.4650  -2.1392  0.1150
F  -5.6484  -2.3857  0.6927
C  -3.3884  -1.7695  0.9082
F  -3.6471  -1.7031  2.2339
C  -1.2831  2.2652  3.1753
C  -2.3329  2.4545  2.0872
N  -1.9366  1.9056  0.7930
C  -2.6548  2.2935  -0.2882
C  -2.3434  1.7563  -1.5557
F  -1.3630  0.8250  -1.6009
C  -2.9599  2.0732  -2.7429
F  -2.5411  1.5102  -3.8818
C  -4.0123  2.9651  -2.7585
F  -4.6395  3.2890  -3.9013
C  -4.4073  3.4912  -1.5496
F  -5.4511  4.3318  -1.5167
C  -3.7631  3.1777  -0.3660
F  -4.2935  3.7565  0.7373
H  0.1997  1.1992  5.0570
H  1.2578  1.7806  3.7397
H  1.0764  0.0528  4.0149
H  -2.4459  0.0953  2.9619
H  -1.5318  -0.4045  4.3889
H  -1.4158  -2.2656  2.8073
H  0.1462  -1.4484  2.7691
H  -0.5354  3.0505  3.0949
H  -1.7777  2.3722  4.1521
H  -2.4952  3.5312  2.0377
H  -3.2816  2.0081  2.4110
S  2.4976  0.2067  1.2465
C  3.2858  1.6483  0.6517
C  4.6040  1.5195  0.2052
C  5.3540  2.6045  -0.2163
C  6.7206  2.4092  -0.6308
N  7.8113  2.2362  -0.9543
C  4.7662  3.8764  -0.2272
C  3.4406  4.0101  0.1575
C  2.6762  2.9246  0.6059
S  1.0228  3.1993  1.0764
C  5.5180  5.0476  -0.6021
N  6.1083  5.9951  -0.8811
H  5.0588  0.5371  0.2047
H  2.9777  4.9884  0.1239
C  2.2269  1.9630  -4.1387
C  1.4826  2.9226  -3.4678
C  0.9695  2.6101  -2.2208
N  1.1692  1.4276  -1.6404
C  1.8756  0.4987  -2.2914
C  2.4228  0.7282  -3.5435
H  2.6419  2.1765  -5.1164
H  1.3031  3.8979  -3.8999
H  0.3854  3.3261  -1.6527
H  1.9892  -0.4545  -1.7840
H  2.9867  -0.0499  -4.0410
O  1.6016  -2.2011  -0.5545
C  1.8548  -3.3118  -0.1653
C  1.8841  -3.6933  1.2933
C  0.7619  -4.7387  1.5264
C  -0.4330  -4.6302  0.5504
C  -0.2765  -5.3414  -0.8090
C  0.7337  -4.6897  -1.7602
N  1.9908  -4.4008  -1.0438
H  1.7155  -2.7935  1.8809
H  2.8654  -4.0966  1.5588
H  0.3828  -4.6043  2.5415
H  1.1705  -5.7537  1.4820
H  -0.6653  -3.5719  0.3898
H  -1.3032  -5.0722  1.0404
H  -1.2533  -5.3724  -1.3020
H  0.0265  -6.3806  -0.6295
H  0.3551  -3.7439  -2.1421
H  0.9417  -5.3441  -2.6060
H  2.3162  -5.2272  -0.5592

Values from the calculation:
**Multiplicity**: 1
**Charge**: -1
**LUMO energy**: 2.2 eV
**HOMO-LUMO gap**: 7.11 eV

Mulliken atomic charge list, values in e, 8 entries: 1.254, -1.226, 1.022, -1.122, -1.017, 0.542, 0.401, 0.313

Entry 4:
Density functional theory data (ωB97M-V/def2-TZVPD) for C5H14N2O as an isolated structure.

Element x y z (Å)
C  0.2954  -0.2658  -0.1460
C  1.6999  0.7383  -0.8001
C  -3.0168  0.5248  0.2442
C  0.3968  -1.7139  -0.5999
C  0.2445  -0.1354  1.3636
N  -0.6546  0.5257  -0.7727
N  2.7846  0.9547  0.0633
O  -2.1242  -0.2916  -0.4369
H  -0.6761  0.3382  -1.7750
H  3.1807  0.0992  0.4312
H  2.5782  1.6052  0.8109
H  2.0176  0.1072  -1.6295
H  1.3651  1.6892  -1.2071
H  -3.1454  0.2999  1.3144
H  -2.7855  1.6043  0.2579
H  -4.0285  0.4797  -0.1806
H  -0.5408  -2.2152  -0.3634
H  1.2323  -2.2188  -0.1152
H  0.5223  -1.7702  -1.6814
H  1.1071  -0.6110  1.8311
H  0.1829  0.9120  1.6510
H  -0.6354  -0.6562  1.7400

Values from the calculation:
**Multiplicity**: 1
**Charge**: 0
**LUMO energy**: 0.9 eV
**HOMO-LUMO gap**: 9.35 eV

Mulliken atomic charge list, values in e, 8 entries: 1.769, -0.936, -0.694, -1.579, -1.939, -0.500, -0.529, -0.378

What are the molecular weight values for these records? In order: 606.041 117.147 944.608 118.180 g/mol.
What are the electronic energy values for these records? In order: -97013.939 -11033.094 -104302.012 -10436.465 eV.
What are the F_max values for these records? In order: 0.0418 0.0643 0.0169 0.0820 Eh/bohr.